A 2-piece molecular cluster, CH5N2S overall at a distorted geometry. Source: the Open Molecules 2025 dataset; level of theory: the ωB97M-V functional and the def2-TZVPD basis.

XYZ file:
```
9
Properties=species:S:1:pos:R:3
S 0.044 1.759 0.297
N -1.151 -1.034 -0.222
N 1.205 -1.286 -0.117
C 0.020 -1.730 -0.367
H 1.266 -0.270 0.094
H -1.859 -1.091 -0.955
H -0.032 -2.786 -0.736
H 0.374 2.666 1.236
H -0.951 -0.041 0.173
```

For the energy, the calculation gives -14934.420 eV. The value obtained for the energy above the lowest of the compared OMol25 structures with the same formula, charge and spin is 0.4647 eV. As for the total charge: -1. As for the orbital gap: 7.52 eV.